Run i
A 2-piece molecular cluster, C2H4ClOP overall, computed with ωB97M-V/def2-TZVPD.

Cartesian coordinates (Å):
C -0.99 1.11 0.29
C -0.22 -0.61 -0.62
O -1.02 2.13 -0.28
P 1.35 -1.20 0.03
Cl 2.40 0.51 0.05
H -1.30 0.85 1.30
H -1.03 -1.32 -0.52
H -0.13 -0.25 -1.64
H 0.96 -1.21 1.39

Computed properties:
* charge: 0
* E_LUMO: 0.80 eV

***

Run ii
A 2-piece molecular cluster, C2H4ClOP overall, computed with ωB97M-V/def2-TZVPD.

Cartesian coordinates (Å):
C 0.03 -0.34 -0.42
C 0.01 0.64 0.52
O 3.42 -1.71 -0.04
P 4.54 -0.84 -0.27
Cl 3.97 1.05 -0.10
H -0.07 -1.45 -0.28
H 0.16 -0.08 -1.47
H -0.09 1.70 0.35
H -0.11 0.40 1.57

Computed properties:
* charge: 0
* E_LUMO: -0.80 eV
* SMILES: O=PCl.C=C

***

Verdict on stability: run ii comes out on top.

***

Run i
A 2-piece molecular cluster, C2H4ClOP overall, computed with ωB97M-V/def2-TZVPD.

Cartesian coordinates (Å):
C -0.27 1.20 1.53
C 0.79 -0.77 -0.97
O -1.13 1.51 0.78
P -0.44 -0.25 -1.98
Cl -1.84 -1.48 -1.28
H 0.88 1.33 1.26
H -0.29 0.49 2.29
H 1.83 -0.42 -1.17
H 0.47 -1.61 -0.45

Computed properties:
* charge: 0
* E_LUMO: -0.14 eV
* SMILES: C=PCl.C=O

***

Run ii
C2H4ClOP as an isolated structure, computed with ωB97M-V/def2-TZVPD.

Cartesian coordinates (Å):
C -0.95 -0.24 0.03
C 0.46 -0.50 0.08
O -4.12 -0.66 0.07
P -1.98 -1.56 -0.08
Cl -4.14 1.03 -0.02
H -1.49 0.70 -0.14
H 0.80 -0.38 -0.98
H 0.56 -1.55 0.23
H 0.81 0.23 0.80

Computed properties:
* charge: 0
* E_LUMO: -1.07 eV

***

Verdict on stability: run i comes out on top.